(1)
{"formula": "C8H22BBrFO4SSi2", "method": "ωB97M-V with the def2-TZVPD basis set", "symbols": ["H", "H", "H", "Si", "H", "O", "O", "C", "Br", "H", "H", "S", "H", "O", "H", "C", "H", "C", "H", "C", "C", "C", "H", "H", "H", "H", "Si", "O", "H", "H", "H", "H", "F", "C", "H", "H", "H", "B", "H", "C"], "coordinates": [[-0.86, -4.94, -2.03], [-1.26, 0.11, -1.71], [-0.99, 3.62, 2.49], [-0.77, 1.09, 2.54], [-0.11, -6.40, -2.47], [2.56, 0.16, 1.49], [-1.78, -5.92, -3.61], [1.85, -2.79, 2.84], [0.67, -1.43, -2.55], [0.08, -5.01, -3.44], [-2.03, 2.12, -0.27], [-0.74, -2.94, 0.07], [2.73, -3.48, 3.24], [2.24, -2.35, 1.49], [-1.18, 4.24, -1.34], [0.79, 1.31, -1.43], [-3.04, 3.15, 1.03], [-1.97, 2.99, 0.53], [0.48, 0.85, 3.25], [-0.71, -5.58, -2.91], [1.20, 1.50, -3.04], [-0.16, -0.03, -1.32], [2.23, 1.00, -3.31], [1.73, -1.90, 3.60], [2.57, 0.33, 2.49], [-0.98, -3.48, 1.37], [-0.12, -0.86, 0.46], [-1.34, -0.22, 1.54], [-2.63, 5.06, -0.45], [1.75, 1.30, -0.77], [0.08, 2.24, -1.21], [-0.93, 5.13, 0.34], [0.60, 3.19, 1.11], [-0.75, 2.83, 1.62], [0.32, 1.22, -3.77], [1.35, 2.68, -3.17], [-1.79, 1.27, 3.61], [1.66, -0.99, 1.19], [0.90, -3.51, 2.79], [-1.67, 4.43, -0.27]], "multiplicity": 1, "charge": -1, "de_lowest_ev": 5.184, "fmax_ha_per_bohr": 0.10654, "homo_lumo_gap_ev": 3.11}

---

(2)
{"formula": "C27H41BrN2P2Pt", "method": "ωB97M-V with the def2-TZVPD basis set", "symbols": ["H", "C", "C", "H", "C", "H", "H", "H", "C", "H", "H", "C", "C", "C", "H", "C", "H", "C", "H", "H", "C", "C", "H", "H", "H", "H", "N", "H", "C", "H", "H", "P", "C", "C", "H", "H", "H", "H", "C", "H", "C", "H", "C", "P", "H", "H", "H", "H", "H", "H", "C", "C", "H", "H", "C", "N", "H", "H", "Br", "C", "C", "Pt", "C", "H", "H", "C", "H", "C", "H", "C", "H", "H", "C", "H"], "coordinates": [[-4.69, -2.36, -1.44], [1.22, 3.34, -2.78], [-1.91, 2.14, 0.47], [-0.29, -1.89, -3.54], [1.21, 3.52, -1.38], [-2.34, -1.24, -4.62], [-4.16, -0.13, 1.71], [-4.57, -3.86, -0.53], [3.31, 4.68, -1.60], [3.64, 1.21, -2.18], [-0.43, -4.35, -3.97], [2.71, 0.57, 0.52], [-1.19, -3.85, -3.35], [3.40, 0.22, -2.59], [-3.94, -3.81, -2.17], [-2.62, -0.48, -2.58], [-1.52, -4.57, -2.57], [-2.41, 0.98, 1.06], [2.28, 0.61, 1.52], [-3.45, -0.11, -1.94], [-3.16, -1.00, -3.92], [1.99, -0.22, -2.19], [-1.77, 0.12, 1.37], [-1.95, 0.39, -2.74], [3.77, -3.81, -0.62], [0.38, -0.75, 4.95], [3.33, 4.45, -2.91], [4.38, -0.70, 1.13], [-3.77, 0.81, 1.29], [2.53, -2.37, 0.97], [4.15, 5.20, -1.15], [1.67, -0.62, -0.42], [-4.57, 1.86, 0.87], [4.20, 0.26, 0.63], [4.46, -2.17, -0.67], [4.68, 1.05, 1.23], [-2.05, -3.62, -4.01], [-2.83, -2.36, 0.33], [-2.73, 3.29, 0.29], [0.35, -2.82, -2.18], [2.33, -2.31, -0.11], [-2.08, -3.72, -0.50], [-2.70, -2.82, -0.66], [-1.64, -1.64, -1.57], [4.72, 0.23, -0.34], [-3.76, -0.21, -4.39], [2.55, 1.56, 0.07], [2.34, 3.69, -4.59], [1.28, 0.59, -2.43], [1.50, -3.00, -0.32], [0.36, 0.12, 3.02], [-4.10, 3.13, 0.49], [-2.25, 4.18, -0.13], [1.28, 0.78, 4.75], [-0.58, -2.59, -2.73], [0.17, 0.02, 1.88], [0.43, 2.79, -3.28], [1.68, -1.10, -2.79], [-6.44, 1.50, 0.97], [-0.65, 2.14, -0.15], [0.15, 3.00, -0.61], [-0.58, -0.58, 0.12], [-4.04, -3.22, -1.25], [-0.51, 0.79, 4.78], [3.40, -2.74, -1.98], [2.30, 3.84, -3.50], [2.29, 4.37, 0.30], [2.27, 4.22, -0.77], [3.44, 0.31, -3.69], [0.38, 0.23, 4.45], [4.18, -0.49, -2.29], [-3.81, -1.88, -3.80], [3.56, -2.77, -0.90], [-4.80, 3.95, 0.33]], "multiplicity": 3, "charge": 2, "de_lowest_ev": 0.000, "fmax_ha_per_bohr": 0.08388, "homo_lumo_gap_ev": [5.09, 4.43], "s_squared": 2.0360}

---

(3)
{"formula": "C28H55CaNO10P4", "method": "ωB97M-V with the def2-TZVPD basis set", "symbols": ["C", "H", "H", "C", "O", "H", "H", "H", "H", "C", "H", "H", "H", "H", "C", "H", "H", "C", "H", "C", "C", "H", "H", "C", "H", "H", "C", "H", "C", "H", "P", "H", "H", "H", "O", "H", "H", "H", "H", "P", "C", "C", "H", "H", "C", "N", "H", "C", "Ca", "C", "C", "H", "C", "H", "H", "H", "H", "H", "O", "P", "H", "O", "H", "C", "P", "H", "C", "H", "O", "H", "C", "H", "C", "C", "C", "C", "H", "H", "H", "H", "H", "H", "O", "H", "H", "H", "C", "H", "H", "O", "O", "H", "O", "H", "C", "C", "O", "H", "C"], "coordinates": [[0.85, 5.03, 2.96], [5.02, 2.05, -1.76], [1.59, -3.33, 2.20], [4.29, -2.04, 0.93], [-1.93, -3.56, 0.68], [0.03, -0.02, 3.03], [-4.01, 3.38, 4.04], [2.59, 3.82, 3.29], [-1.96, -6.12, 0.29], [1.76, 3.49, 1.35], [-4.07, 1.10, 2.91], [2.50, 2.75, 1.08], [2.35, 0.83, -5.38], [-4.69, -0.28, -1.34], [3.20, 1.35, -4.95], [-1.88, 1.41, 5.02], [-2.71, -0.10, 4.63], [3.91, -0.62, -3.04], [4.85, -0.19, -1.13], [0.66, -3.42, 2.76], [-0.20, 4.74, 0.81], [3.63, -3.90, -2.27], [-0.93, 6.05, 2.32], [3.90, -3.84, -1.21], [4.12, 1.00, -5.42], [3.08, 2.42, -5.14], [-0.16, 5.34, 2.06], [4.00, -2.92, 1.51], [-3.14, 1.55, 3.29], [-0.03, 3.26, -1.38], [-1.48, -2.03, 0.30], [-4.94, 2.07, -0.80], [3.29, -4.60, -0.71], [4.25, -1.16, 1.59], [-0.21, -1.86, 1.18], [-3.09, -3.22, -1.84], [0.88, 5.51, 3.93], [5.33, -2.19, 0.62], [3.22, 0.59, 0.21], [-2.20, 0.69, 0.92], [-3.04, 2.73, -1.61], [1.80, 4.09, 2.60], [-2.93, -1.31, 2.15], [-2.08, 2.27, -1.88], [-0.12, -2.12, 2.58], [0.82, 3.29, -0.84], [-3.53, 3.06, -2.52], [2.43, -0.15, -0.09], [0.73, -0.21, -1.65], [4.78, 2.04, -2.82], [-2.92, -4.23, -1.47], [-3.54, 3.41, 2.32], [0.58, -0.94, 3.23], [-0.99, 5.00, 0.11], [4.65, 3.07, -3.14], [-3.67, -4.89, -1.89], [4.95, -4.17, -1.11], [4.72, -0.66, -3.79], [-3.49, 1.53, 0.46], [3.19, 1.08, -3.11], [0.87, -3.60, 3.81], [-1.30, -1.78, -1.12], [-3.94, -3.81, 0.37], [-2.82, -1.04, 1.10], [3.13, -1.82, -0.56], [5.63, 1.61, -3.35], [4.42, -1.04, -1.67], [0.68, -1.09, 4.30], [-0.60, 1.19, -2.57], [1.36, 2.43, -0.94], [0.77, 3.81, 0.42], [-3.72, -6.29, 0.16], [-2.92, -5.69, 0.58], [0.08, -0.12, -4.42], [-0.99, 0.70, -3.68], [-3.90, 0.39, -1.68], [-3.76, -1.19, 0.59], [-1.13, -2.24, 3.00], [-2.86, 3.58, -0.95], [-3.61, 1.23, 5.38], [0.09, -4.25, 2.35], [-2.30, 3.50, 3.56], [-2.06, 1.20, 2.43], [1.57, -0.84, 2.77], [3.11, -1.29, -3.35], [1.81, -0.32, 0.80], [-3.26, 3.06, 3.31], [-4.00, 0.59, -2.74], [-2.99, -5.69, 1.66], [-0.93, 0.84, 0.26], [-0.04, -0.36, -5.63], [-2.93, -0.09, -1.56], [-2.12, 0.87, -4.16], [-1.92, -4.53, -1.80], [-2.82, 0.98, 4.67], [-3.90, 1.70, -0.91], [1.07, -0.48, -3.70], [5.22, -1.78, -1.81], [-2.99, -4.26, 0.05]], "multiplicity": 1, "charge": -2, "fmax_ha_per_bohr": 0.05563, "homo_lumo_gap_ev": 2.54}

---

(4)
{"formula": "C2H4FP", "method": "ωB97M-V with the def2-TZVPD basis set", "symbols": ["H", "H", "F", "C", "H", "C", "P", "H"], "coordinates": [[-1.16, 1.64, 0.93], [-0.34, -0.52, -0.76], [-2.10, 1.46, 0.62], [0.58, -0.07, -0.21], [1.34, 0.26, -0.95], [0.33, 0.78, 0.90], [0.68, 1.76, 2.13], [1.04, -0.96, 0.32]], "multiplicity": 1, "de_lowest_ev": 1.550, "fmax_ha_per_bohr": 0.09528, "homo_lumo_gap_ev": 9.73}